#i
A 2-piece molecular cluster, C5H6F2 overall, computed with ωB97M-V with the def2-TZVPD basis set.

Geometry as ORCA input:
```
! RIJCOSX wB97M-V def2-TZVPD def2/J DEFGRID3
* xyz 0 1
C -0.59333 -0.13956 0.34306
C 1.29804 -0.46473 -0.50797
C -1.75476 -0.99094 0.09816
C -1.79007 0.56989 -0.14721
C 2.20737 0.60388 -0.01648
F 1.67230 -1.71322 -0.08906
F 1.53440 1.82757 0.24226
H -1.79336 -1.89536 -0.51717
H -2.31432 -1.33928 0.91941
H -2.09071 1.13966 0.72536
H -1.91523 1.05399 -1.07496
H 2.75450 0.46359 0.88777
H 2.78518 0.88450 -0.86317
*
```

#ii
One molecule with the formula C5H6F2, computed with ωB97M-V with the def2-TZVPD basis set.

As for the SMILES: CC(/C=C\F)=C/F.

Geometry as ORCA input:
```
! RIJCOSX wB97M-V def2-TZVPD def2/J DEFGRID3
* xyz 0 1
C 1.63799 -0.28837 0.28658
C 0.30604 0.26179 -0.06909
C 0.03478 1.55481 0.13879
C -0.60485 -0.74813 -0.76211
C -1.82749 -0.75749 -0.10895
H 2.50641 0.42438 0.21869
H 1.47957 -0.75822 1.31471
H 1.93017 -1.11074 -0.49574
H 0.67734 2.25813 0.83970
H -0.23525 -1.60831 -1.23038
H -2.64039 -1.44773 -0.26766
F -0.99828 2.04726 -0.54642
F -2.26603 0.17261 0.68188
*
```

Pick #ii: it beats the second-best structure by 0.1883 hartree.

#i
C4H10NO2S as an isolated structure, computed with ωB97M-V with the def2-TZVPD basis set.

Geometry as ORCA input:
```
! RIJCOSX wB97M-V def2-TZVPD def2/J DEFGRID3
* xyz -1 1
C 1.78828 -0.11170 1.38456
N 0.37408 0.18568 1.09989
C 0.11424 0.09537 -0.27609
C -0.52184 -1.09753 -0.95608
S -1.49967 -2.07449 0.27195
C 1.09049 0.87914 -1.12124
O 1.69995 1.86636 -0.65599
H 2.05052 -1.01421 0.80867
H 1.91302 -0.26801 2.46133
H 2.42799 0.74537 1.19583
H -0.22602 -0.45305 1.61045
H -0.18675 1.12337 -0.91958
H 0.21200 -1.77714 -1.39146
H -1.23251 -0.78463 -1.71980
H 1.19252 0.51584 -2.14763
H -2.81256 -0.04665 0.15406
H -3.22440 1.44284 0.44070
O -3.15934 0.77345 -0.23956
*
```

#ii
A 2-piece molecular cluster, C4H10NO2S overall, computed with ωB97M-V with the def2-TZVPD basis set.

Geometry as ORCA input:
```
! RIJCOSX wB97M-V def2-TZVPD def2/J DEFGRID3
* xyz -1 1
O -2.63397 -0.29532 -1.31492
C -1.88690 -0.07104 -0.31336
N -0.71449 0.84582 -0.53865
C 0.18393 0.94785 0.56145
C 1.54490 0.33072 0.33753
S 2.03200 0.18406 -1.39985
C -1.24336 -1.44498 0.20740
H -0.23814 0.63954 -1.42544
H -0.14970 0.63102 1.58754
H 0.35541 2.02783 0.71274
H 2.23068 0.81521 1.03601
H 1.44287 -0.70349 0.68451
H -2.01880 -2.20284 0.26901
H -0.68523 -1.38728 1.14262
H -0.56485 -1.70494 -0.60921
H 0.29415 -0.09508 3.85127
H -2.26882 0.40642 0.63524
O 0.18683 -0.33700 2.92459
*
```

Pick #i: it beats the second-best structure by 0.1480 hartree.

#i
One molecule with the formula CH2N4O, computed with ωB97M-V with the def2-TZVPD basis set.

As for the SMILES: On1cnnn1.

Geometry as ORCA input:
```
! RIJCOSX wB97M-V def2-TZVPD def2/J DEFGRID3
* xyz 0 1
C 0.40955 0.76048 0.00489
H -2.09127 0.43526 0.25482
H 0.14519 1.77148 -0.21055
N -0.36452 -0.31853 -0.01456
N 1.67976 0.28197 0.00338
N 1.61796 -1.02431 0.01714
N 0.33621 -1.43717 -0.03372
O -1.73288 -0.46917 -0.02139
*
```

#ii
One molecule with the formula CH2N4O, computed with ωB97M-V with the def2-TZVPD basis set.

As for the SMILES: [H]/N=c1/nno[nH]1.

Geometry as ORCA input:
```
! RIJCOSX wB97M-V def2-TZVPD def2/J DEFGRID3
* xyz 0 1
C -0.46733 -0.18671 -0.07799
H -2.19567 0.51787 -0.29812
H 0.65047 1.33750 0.95784
N -1.72197 -0.36384 -0.14346
N 0.26528 -1.33123 0.01380
N 1.43064 -1.10082 -0.10301
N 0.39979 0.84182 -0.12563
O 1.63878 0.28541 -0.22342
*
```

Pick #i: it beats the second-best structure by 0.0431 hartree.

#i
A 2-piece molecular cluster, C6H8O6 overall, computed with ωB97M-V with the def2-TZVPD basis set.

As for the SMILES: O=C1OCCO1.O=C1OCCO1.

Geometry as ORCA input:
```
! RIJCOSX wB97M-V def2-TZVPD def2/J DEFGRID3
* xyz 0 1
C -18.55252 13.21779 -5.98059
C -19.13636 14.57888 -6.36884
O -18.61487 15.46597 -5.38812
C -17.60813 14.83912 -4.71735
O -16.94519 15.33600 -3.86801
O -17.45589 13.58129 -5.17566
H -18.23919 12.73991 -6.90754
H -19.27792 12.59046 -5.46563
H -20.21366 14.54541 -6.52412
H -18.71843 14.92951 -7.31981
C -19.14727 16.73087 -10.73509
C -20.05868 15.74666 -11.44548
O -20.88500 15.30658 -10.37404
C -20.88190 16.24188 -9.38735
O -21.59520 16.20118 -8.45964
O -19.88215 17.12552 -9.60358
H -18.83825 17.57966 -11.34351
H -18.20218 16.24395 -10.47181
H -19.51642 14.91139 -11.87249
H -20.67631 16.25805 -12.18481
*
```

#ii
One molecule with the formula C6H8O6, computed with ωB97M-V with the def2-TZVPD basis set.

As for the SMILES: COC1(OC)C(=O)C(=O)C1(O)O.

Geometry as ORCA input:
```
! RIJCOSX wB97M-V def2-TZVPD def2/J DEFGRID3
* xyz 0 1
C -0.00788 -1.98571 1.28877
C 0.58609 -1.77117 -0.01618
C -0.14808 -0.10487 1.33213
C 0.00401 -0.28738 -0.20734
C 1.76734 0.77395 -1.60679
C -2.02217 0.75904 -0.76460
O -0.66825 -2.71284 1.96434
O 1.56471 -2.19810 -0.53659
O 0.81253 0.51538 1.94592
O -1.40706 -0.05444 1.94219
O 0.99646 0.65392 -0.42301
O -1.09048 -0.25858 -1.04872
H 2.61969 1.52131 -1.39157
H 1.23249 1.12438 -2.46395
H 2.42938 -0.00793 -1.94207
H -2.76741 0.41941 -0.05570
H -2.52134 0.94545 -1.70354
H -1.53711 1.84552 -0.49351
H 1.44793 1.02487 1.27173
H -1.29087 -0.20220 2.90850
*
```

Pick #i: it beats the second-best structure by 0.1674 hartree.

#i
A 2-piece molecular cluster, CH2NO2 overall, computed with ωB97M-V with the def2-TZVPD basis set.

Geometry as ORCA input:
```
! RIJCOSX wB97M-V def2-TZVPD def2/J DEFGRID3
* xyz -1 1
C 0.81904 0.20328 -0.35325
N -2.37112 -0.30565 0.90023
O -1.25615 -0.77692 0.62638
O 0.89308 1.23753 0.35864
H 1.53910 -0.64938 -0.21660
H 0.37605 0.29114 -1.31542
*
```

#ii
A 2-piece molecular cluster, CH2NO2 overall, computed with ωB97M-V with the def2-TZVPD basis set.

Geometry as ORCA input:
```
! RIJCOSX wB97M-V def2-TZVPD def2/J DEFGRID3
* xyz -1 1
C -1.32882 -0.30843 -0.07149
N 1.70391 0.54385 -0.21423
O -1.16632 -1.44836 -0.24053
O -1.60273 0.72507 0.39212
H 1.50105 -0.45324 -0.02847
H 0.89291 0.94111 0.16260
*
```

Pick #ii: it beats the second-best structure by 0.1073 hartree.

#i
C3H3NOS as an isolated structure, computed with ωB97M-V with the def2-TZVPD basis set.

Geometry as ORCA input:
```
! RIJCOSX wB97M-V def2-TZVPD def2/J DEFGRID3
* xyz 0 1
C 0.20318 -0.44111 -0.48355
C -0.62559 0.62996 -0.40028
C 0.44193 0.74484 1.31491
H -0.58885 -1.71291 -1.94860
H -1.77631 0.54913 -0.73025
H 1.15913 0.81992 2.28224
N -0.46879 1.40735 0.78036
O 1.00175 -0.17387 0.55303
S 0.65354 -1.82331 -1.36786
*
```

#ii
One molecule with the formula C3H3NOS, computed with ωB97M-V with the def2-TZVPD basis set.

As for the SMILES: [H]/N=C/C(=O)C=S.

Geometry as ORCA input:
```
! RIJCOSX wB97M-V def2-TZVPD def2/J DEFGRID3
* xyz 0 1
C -1.34592 -0.57324 -0.02804
C 1.67604 0.92052 -0.26520
C 0.45019 -0.35084 -0.22814
N -1.85225 0.50099 0.34188
O 0.91810 -1.43028 -0.06275
S 3.12555 0.33425 -0.10220
H -1.61862 -1.59371 0.06247
H 1.40434 1.83880 -0.51069
H -2.75744 0.35350 0.79267
*
```

Pick #i: it beats the second-best structure by 0.0603 hartree.

#i
C3H3NOS as an isolated structure, computed with ωB97M-V with the def2-TZVPD basis set.

Geometry as ORCA input:
```
! RIJCOSX wB97M-V def2-TZVPD def2/J DEFGRID3
* xyz 0 1
C -1.13592 -0.18831 -0.15983
C 0.30384 0.77444 -1.02623
C 0.03743 -0.52200 0.67399
N 0.95049 0.30888 0.06275
O 0.37396 1.39202 -2.02092
S -2.70131 -0.33482 0.04784
H -0.34688 -0.37751 1.73832
H 0.48462 -1.46141 0.53891
H 2.03377 0.40871 0.14516
*
```

#ii
One molecule with the formula C3H3NOS, computed with ωB97M-V with the def2-TZVPD basis set.

As for the SMILES: O=C1NCC1=S.

Geometry as ORCA input:
```
! RIJCOSX wB97M-V def2-TZVPD def2/J DEFGRID3
* xyz 0 1
C 0.61111 0.49514 0.25062
C 0.91008 -0.90823 -0.04505
C -0.85593 0.48785 0.28120
N -0.82929 -0.90083 -0.26808
O 1.73328 -1.74080 -0.17260
S 1.89124 1.57648 0.15279
H -1.17282 0.55831 1.41643
H -1.27210 1.34707 -0.28610
H -1.01557 -0.91499 -1.32921
*
```

Pick #i: it beats the second-best structure by 0.0053 hartree.